Here is a molecular structure, C17H11EuNO5S in a non-equilibrium geometry from OMol25. Energies are from ωB97M-V/def2-TZVPD.

Values from the calculation:
LUMO (alpha / beta) = -9.36 / -10.04 eV
electronic energy = -2192.82112 Ha
HOMO level (alpha / beta) = -15.470 / -15.472 eV

```
! wB97M-V def2-TZVPD RIJCOSX def2/J DEFGRID3
* xyz 2 8
O -0.043 4.058 -0.250
C -0.030 2.836 -0.175
Eu -0.010 -0.034 0.001
O 0.637 0.094 3.093
C 0.403 0.134 1.950
C -0.401 -0.119 -1.944
O -0.635 -0.299 -3.082
C 1.953 0.004 -0.402
O 3.094 -0.110 -0.632
C -1.942 0.012 0.397
O -3.096 -0.097 0.645
N 0.082 -2.235 0.260
S -1.027 -3.326 -0.369
C 0.134 -4.369 -1.297
C 1.448 -4.035 -1.490
C 2.300 -4.889 -2.205
C 1.809 -6.073 -2.729
C 0.476 -6.402 -2.547
C -0.370 -5.550 -1.836
C -1.289 -4.217 1.220
C -0.817 -5.482 1.434
C -1.005 -6.092 2.675
C -1.650 -5.417 3.691
C -2.107 -4.121 3.469
C -1.925 -3.517 2.235
H 0.760 -2.730 0.875
H 1.897 -3.094 -1.102
H 3.363 -4.615 -2.355
H 2.475 -6.745 -3.292
H 0.077 -7.342 -2.967
H -1.427 -5.825 -1.702
H -0.281 -6.063 0.651
H -0.636 -7.123 2.843
H -1.799 -5.895 4.672
H -2.622 -3.574 4.283
H -2.291 -2.487 2.082
*
```

Mulliken atomic charge list, values in e, 2 entries: O -0.159; C 0.305

***

Here is a molecular structure, C4H8N2O2 in a non-equilibrium geometry from OMol25. Energies are from ωB97M-V/def2-TZVPD.

Values from the calculation:
relative energy (zero: lowest compared OMol25 entry of this formula, charge and spin) = 9.9569 eV
LUMO = -0.03 eV
electronic energy = -416.89004 Ha
HOMO level = -8.867 eV

```
! wB97M-V def2-TZVPD RIJCOSX def2/J DEFGRID3
* xyz 0 1
C -0.512 1.178 -0.044
C 0.927 0.755 -0.180
C 1.315 -0.474 0.524
C 0.406 -1.588 -0.061
H -0.651 1.941 0.660
H -0.823 1.701 -0.747
H 1.550 1.918 0.114
H 1.210 1.066 -1.442
H 1.280 -0.413 1.605
H 2.427 -0.661 0.214
H 0.905 -1.903 -0.936
H 0.256 -2.067 0.713
N -2.746 0.138 -0.269
N -1.258 -0.107 0.182
O -3.497 -0.449 0.377
O -0.790 -1.033 -0.710
*
```

natural (NBO) atomic charge list, values in e, 2 entries: C -0.294; C -0.378

***

Here is 3 unconnected molecules or ions with the total composition C5H14O2 in a non-equilibrium geometry from OMol25. Energies are from ωB97M-V/def2-TZVPD.

Values from the calculation:
relative energy (zero: lowest compared OMol25 entry of this formula, charge and spin) = 1.3744 eV
LUMO = 0.63 eV
electronic energy = -349.32529 Ha
HOMO level = -8.833 eV

```
! wB97M-V def2-TZVPD RIJCOSX def2/J DEFGRID3
* xyz 0 1
C -0.332 0.334 2.208
C -0.595 0.024 0.761
C 0.397 -0.461 0.003
C 0.397 -0.327 -1.536
C -1.967 0.508 0.309
H -0.088 1.390 2.348
H -1.256 0.240 2.814
H 0.448 -0.296 2.664
H 1.185 -1.056 0.463
H -0.687 -0.157 -1.710
H 0.527 -1.285 -2.038
H 0.814 0.577 -1.969
H -2.502 1.053 1.076
H -1.783 1.136 -0.581
H -2.467 -0.329 -0.206
H -0.728 3.892 0.099
H -0.525 2.469 0.522
O -1.081 3.233 0.696
H 3.181 -3.307 -1.301
H 3.264 -3.973 -2.680
O 3.797 -3.664 -1.944
*
```

natural (NBO) atomic charge list, values in e, 2 entries: C -0.643; C 0.010

***

Here is 2 unconnected molecules or ions with the total composition C6H13ClNOP in a non-equilibrium geometry from OMol25. Energies are from ωB97M-V/def2-TZVPD.

Values from the calculation:
relative energy (zero: lowest compared OMol25 entry of this formula, charge and spin) = 4.3044 eV
LUMO = -2.28 eV
electronic energy = -1167.80029 Ha
HOMO level = -7.318 eV

```
! wB97M-V def2-TZVPD RIJCOSX def2/J DEFGRID3
* xyz 0 1
C 1.505 -0.627 0.279
C 0.252 -1.193 0.251
C 2.438 2.708 0.028
C -2.683 -2.016 0.623
C -3.383 0.020 -0.613
C 2.749 1.261 -0.268
N -2.330 -0.750 -0.058
O 1.446 0.699 -0.086
P -0.879 -0.012 -0.443
Cl 4.446 -1.770 0.099
H 2.462 -1.022 0.290
H -0.084 -2.215 0.507
H 1.938 2.821 1.109
H 3.344 3.383 -0.010
H 1.573 3.040 -0.670
H -1.885 -2.633 0.258
H -2.621 -1.892 1.632
H -3.742 -2.484 0.371
H -4.289 -0.253 -0.061
H -3.268 1.203 -0.610
H -3.415 -0.208 -1.734
H 3.417 0.815 0.365
H 3.009 1.127 -1.259
*
```

natural (NBO) atomic charge list, values in e, 2 entries: C 0.334; C -0.790

***

Here is a molecular structure, C28H28BGaNO15 in a non-equilibrium geometry from OMol25. Energies are from ωB97M-V/def2-TZVPD.

Values from the calculation:
relative energy (zero: lowest compared OMol25 entry of this formula, charge and spin) = 5.2572 eV
LUMO = 0.08 eV
electronic energy = -4216.49015 Ha
HOMO level = -4.119 eV

```
! wB97M-V def2-TZVPD RIJCOSX def2/J DEFGRID3
* xyz -1 1
C -0.569 0.810 3.209
B -1.437 -0.561 2.897
O -1.642 -1.545 3.958
Ga -2.174 -0.833 0.929
C -4.147 -0.248 0.742
O -4.386 0.900 -0.149
N -4.338 0.536 -1.456
O -5.410 0.204 -1.865
C -0.860 0.219 -0.300
C 0.453 -0.631 -0.697
C 0.715 -2.097 -0.226
C 1.977 -2.926 -0.657
C 3.060 -2.303 -1.567
C 2.848 -0.841 -2.036
C 1.578 -0.017 -1.616
C 1.498 1.474 -2.192
H -0.307 0.778 4.341
H -1.115 1.763 2.905
H 0.442 0.814 2.664
H -0.832 -2.123 3.881
H -2.135 -2.417 0.554
H -4.773 -1.128 0.318
H -4.572 -0.054 1.799
H -1.357 0.610 -1.266
H -0.525 1.147 0.304
H -0.015 -2.649 0.467
H 2.077 -4.008 -0.280
H 3.944 -2.957 -1.866
H 3.651 -0.385 -2.700
H 1.422 2.251 -1.348
H 2.448 1.746 -2.779
H 0.595 1.603 -2.904
C 2.211 -4.483 3.011
C 3.533 -4.666 3.017
C 4.419 -3.912 3.949
O 5.621 -4.120 3.940
C 3.797 -2.934 4.848
C 2.475 -2.748 4.839
C 1.588 -3.523 3.926
O 0.384 -3.340 3.958
O 1.885 -1.841 5.666
O 4.127 -5.553 2.171
H 1.558 -5.025 2.341
H 4.452 -2.381 5.507
H 0.927 -1.894 5.471
H 5.082 -5.502 2.371
C -1.591 6.278 1.985
C -1.642 4.971 1.712
C -0.458 4.245 1.169
O -0.534 3.051 0.950
C 0.765 5.016 0.915
C 0.813 6.322 1.185
C -0.362 7.042 1.753
O -0.275 8.233 2.005
O 1.940 7.052 0.953
O -2.776 4.250 1.918
H -2.442 6.816 2.380
H 1.611 4.481 0.505
H 1.721 7.962 1.230
H -2.558 3.335 1.646
C -2.004 -1.127 -6.976
C -1.619 0.067 -6.522
C -1.172 0.254 -5.111
O -0.809 1.357 -4.737
C -1.194 -0.911 -4.221
C -1.583 -2.105 -4.675
C -2.004 -2.298 -6.092
O -2.336 -3.407 -6.478
O -1.612 -3.195 -3.862
O -1.616 1.164 -7.329
H -2.328 -1.277 -7.997
H -0.884 -0.758 -3.195
H -1.925 -3.930 -4.423
H -1.297 1.897 -6.767
*
```

Mulliken atomic charge list, values in e, 2 entries: C -0.721; B 0.432

***

Here is a molecular structure, C34H77Ca3N3O12P2 in a non-equilibrium geometry from OMol25. Energies are from ωB97M-V/def2-TZVPD.

Values from the calculation:
relative energy (zero: lowest compared OMol25 entry of this formula, charge and spin) = 1.3785 eV
LUMO = -1.19 eV
electronic energy = -5124.94538 Ha
HOMO level = -5.465 eV

```
! wB97M-V def2-TZVPD RIJCOSX def2/J DEFGRID3
* xyz 0 1
Ca 2.573 -0.093 -1.053
Ca 1.211 0.771 1.955
Ca -2.470 -1.177 0.524
P 3.961 0.698 1.307
O 3.071 1.868 1.772
O 2.951 -0.478 1.230
O 5.294 0.589 2.033
O 4.385 0.824 -0.209
P -0.148 -0.088 -0.366
O 0.875 1.069 -0.293
O -1.567 0.052 -0.972
O -0.514 -0.324 1.140
O 0.688 -1.247 -0.942
C -1.385 4.602 2.484
C -0.131 5.069 1.755
C 0.781 3.813 1.692
O 0.041 2.768 2.391
C -1.343 3.090 2.398
H -2.280 5.011 2.005
H -1.519 4.965 3.506
H 0.379 5.852 2.313
H -0.457 5.414 0.775
H 1.741 3.983 2.163
H 0.943 3.556 0.645
H -1.867 2.605 3.222
H -1.767 2.702 1.466
C -3.225 4.801 -0.961
C -2.869 3.330 -1.106
C -1.469 3.363 -1.770
O -1.332 4.676 -2.298
C -2.571 5.375 -2.212
H -2.760 5.248 -0.082
H -4.298 5.001 -0.924
H -3.611 2.845 -1.749
H -2.898 2.721 -0.203
H -1.419 2.601 -2.550
H -0.696 3.157 -1.029
H -3.135 5.143 -3.124
H -2.367 6.441 -2.143
C -1.025 -5.326 1.943
C -0.475 -5.295 0.532
C -0.424 -3.788 0.237
O -1.591 -3.270 0.899
C -1.866 -4.043 2.084
H -0.208 -5.241 2.662
H -1.587 -6.227 2.184
H -1.146 -5.768 -0.189
H 0.509 -5.750 0.437
H -0.480 -3.623 -0.838
H 0.507 -3.300 0.529
H -2.925 -4.302 2.082
H -1.464 -3.496 2.938
C 2.149 3.948 -2.865
C 1.736 3.257 -4.167
C 1.630 1.806 -3.751
O 2.546 1.613 -2.675
C 3.012 2.895 -2.194
H 1.295 4.173 -2.220
H 2.640 4.904 -3.038
H 2.534 3.456 -4.889
H 0.803 3.628 -4.591
H 1.839 1.102 -4.556
H 0.593 1.679 -3.413
H 4.067 3.023 -2.446
H 2.923 2.902 -1.108
C -0.889 -0.895 5.651
C -0.461 -0.123 4.396
N 0.997 0.130 4.246
C 1.888 -1.048 4.331
C 1.413 -2.226 3.497
C 1.368 1.145 5.278
C 2.667 1.873 4.942
H -1.921 -1.255 5.580
H -0.981 -0.261 6.541
H -0.221 -1.725 5.874
H -0.791 -0.771 3.575
H -1.127 0.735 4.298
H 2.831 -0.687 3.913
H 2.128 -1.349 5.358
H 0.475 -2.634 3.889
H 1.234 -1.932 2.459
H 2.148 -3.027 3.454
H 1.443 0.617 6.239
H 0.564 1.871 5.410
H 2.544 2.527 4.084
H 3.506 1.210 4.746
H 2.926 2.486 5.811
C 5.528 -0.016 -3.146
C 5.061 -1.311 -2.477
N 3.616 -1.605 -2.606
C 3.216 -1.592 -4.017
C 1.727 -1.843 -4.221
C 3.400 -2.957 -2.035
C 3.797 -3.115 -0.572
H 4.900 0.808 -2.818
H 5.503 -0.075 -4.236
H 6.562 0.149 -2.850
H 5.677 -2.159 -2.817
H 5.293 -1.213 -1.415
H 3.443 -0.601 -4.413
H 3.851 -2.279 -4.595
H 1.111 -1.237 -3.561
H 1.480 -1.613 -5.263
H 1.499 -2.908 -4.145
H 3.939 -3.683 -2.659
H 2.339 -3.195 -2.134
H 3.336 -2.379 0.092
H 4.876 -3.075 -0.433
H 3.457 -4.090 -0.212
C -5.341 0.420 -0.729
C -5.558 -1.064 -0.522
N -4.354 -1.882 -0.786
C -4.618 -3.293 -0.438
C -5.584 -4.032 -1.370
C -3.893 -1.670 -2.187
C -2.661 -2.476 -2.557
H -6.190 1.005 -0.368
H -5.212 0.760 -1.757
H -4.472 0.793 -0.175
H -5.804 -1.180 0.539
H -6.431 -1.416 -1.079
H -3.658 -3.813 -0.453
H -4.979 -3.332 0.591
H -6.574 -3.581 -1.266
H -5.320 -3.932 -2.422
H -5.654 -5.092 -1.137
H -3.665 -0.613 -2.317
H -4.741 -1.841 -2.861
H -2.864 -3.549 -2.566
H -1.766 -2.248 -1.978
H -2.402 -2.192 -3.579
*
```

Mulliken atomic charge list, values in e, 2 entries: Ca 1.809; Ca 2.201

***

Here is C22H21ClN4OS in the gas phase in a non-equilibrium geometry from OMol25. Energies are from ωB97M-V/def2-TZVPD.

Values from the calculation:
relative energy (zero: lowest compared OMol25 entry of this formula, charge and spin) = 0.8944 eV
LUMO = 0.52 eV
electronic energy = -2003.56652 Ha
HOMO level = -8.061 eV

```
! wB97M-V def2-TZVPD RIJCOSX def2/J DEFGRID3
* xyz 0 1
O 1.323 0.508 -1.690
S -3.393 1.579 -1.862
Cl -3.756 6.861 -1.588
C 0.868 1.590 -1.302
C -2.492 0.312 -1.258
C 3.319 -4.846 4.033
C 3.446 -5.217 2.683
C 2.277 -3.994 4.402
C -1.656 6.142 -0.089
C -1.629 5.349 -2.361
C 2.530 -4.697 1.747
C 1.386 -3.488 3.465
C -0.857 -3.446 1.242
C 1.030 -2.769 -0.110
C -0.424 5.463 0.147
C -0.423 4.680 -2.125
C -1.689 -2.997 0.232
C 0.213 -2.371 -1.152
C -2.229 6.115 -1.359
C 1.457 -3.857 2.096
C 0.541 -3.351 1.091
C 0.196 4.710 -0.880
C -1.173 -2.484 -0.970
N -0.423 1.675 -0.852
N -1.243 0.512 -0.656
N 1.348 4.028 -0.556
N -3.040 -0.962 -1.390
C 1.868 2.790 -1.255
C -2.149 -1.972 -2.005
H 4.047 -5.201 4.775
H 4.265 -5.832 2.386
H 2.147 -3.696 5.464
H -2.135 6.691 0.732
H -2.103 5.301 -3.323
H 2.658 -4.955 0.715
H 0.653 -2.756 3.778
H -1.318 -3.866 2.144
H 2.096 -2.591 -0.233
H -0.025 5.456 1.142
H -0.046 4.080 -2.935
H -2.742 -3.021 0.425
H 0.642 -2.007 -2.091
H -0.801 2.597 -0.623
H -0.721 -0.356 -0.477
H 1.557 4.124 0.473
H -3.978 -0.911 -1.778
H 2.746 2.419 -0.669
H 2.163 3.023 -2.291
H -2.677 -2.866 -2.430
H -1.656 -1.499 -2.859
*
```

natural (NBO) atomic charge list, values in e, 2 entries: O -0.644; S -0.230

***

Here is C2H5IO in the gas phase from OMol25. Energies are from ωB97M-V/def2-TZVPD.

Values from the calculation:
relative energy (zero: lowest compared OMol25 entry of this formula, charge and spin) = 0.0000 eV
LUMO = 0.63 eV
electronic energy = -452.12225 Ha
HOMO level = -9.256 eV

```
! wB97M-V def2-TZVPD RIJCOSX def2/J DEFGRID3
* xyz 0 1
C -0.530 0.112 -0.299
C 0.494 -0.763 0.390
O -0.394 1.417 0.202
I 2.489 -0.094 -0.059
H -1.534 -0.289 -0.082
H -0.379 0.086 -1.387
H 0.418 -1.796 0.064
H 0.384 -0.693 1.468
H -0.950 2.021 -0.298
*
```

natural (NBO) atomic charge list, values in e, 2 entries: C -0.092; C -0.511

***

Question: The highest electronic energy belongs to which entry?
Answer: C5H14O2